Record 1
This record from the Open Molecules 2025 dataset describes a cluster of 4 separate species, C18H36BN5O5P in total. The level of theory is the ωB97M-V functional and the def2-TZVPD basis.

The geometry in XYZ format:
```
66
Properties=species:S:1:pos:R:3:forces:R:3
P 2.39594 1.04425 2.86248 1.159 -0.467 3.619
O 2.97646 3.27483 -1.48768 -0.111 -2.760 -0.316
O 2.60110 -0.54611 2.25036 -1.420 1.042 0.560
O 3.00547 1.08540 4.27725 -1.765 -0.166 -3.173
O 3.91718 1.29086 -2.71278 -1.883 -0.220 1.451
O 0.65321 1.27800 3.00933 3.860 -6.474 -5.495
N 4.35468 2.17624 1.11152 -1.925 -0.569 0.163
N -1.28918 -3.69224 -7.97850 0.581 3.204 3.437
N -5.25317 1.04528 4.80898 0.202 -4.751 0.498
N 0.03231 2.58299 3.89626 -7.308 6.651 3.832
N 1.72341 -1.52856 -3.54876 4.512 0.273 -1.198
C 3.03545 2.42629 1.72876 1.701 0.817 -1.574
C 2.87926 -1.45814 -3.82928 -3.272 -0.129 0.996
C -5.08138 -1.62740 5.11246 0.149 0.864 0.130
C -3.13003 3.75571 4.98984 -0.179 0.036 0.227
C 4.26068 -3.63036 -5.36148 0.036 -0.090 -0.101
C -3.72045 -1.99538 5.70845 0.398 -0.015 0.015
C -1.12769 -2.88725 -7.11531 -0.184 -2.446 -2.643
C -2.63499 3.08310 3.70849 1.079 -0.345 0.183
C 4.60664 -2.14927 -5.47764 -0.088 -0.340 -0.172
C -5.17786 -0.13538 4.94389 -0.546 3.488 -0.558
C -2.27928 -1.37530 -5.51590 -0.326 0.159 -0.024
C -3.11233 -0.70408 -6.60303 -0.101 0.040 -0.005
C 4.34220 -1.37220 -4.18586 -0.787 -0.124 -0.225
C -2.55119 -1.56801 4.82672 0.071 -0.004 0.007
C -1.15628 2.80759 3.81134 3.565 -0.349 0.143
C 4.25403 1.28700 -0.08233 0.511 0.665 0.130
C -2.92167 2.89319 6.22883 0.073 -0.035 0.166
C -0.92364 -1.86994 -6.02455 -0.360 -0.691 -0.469
B 3.70554 2.00063 -1.43794 -0.302 0.353 -0.144
H 1.99771 -1.16878 2.74247 0.933 1.099 -0.508
H 2.18621 2.68673 0.99250 0.632 -0.427 0.749
H -2.58002 0.14980 -7.03392 -0.064 -0.071 0.018
H 4.93724 -1.77957 -3.36344 -0.207 0.074 0.029
H 3.34650 0.47337 -2.60673 1.165 1.215 -0.125
H -1.86088 2.69857 6.41028 -0.043 0.037 -0.124
H 4.49223 -4.14902 -6.29560 0.003 0.009 0.102
H -4.19717 3.97958 4.88723 0.051 -0.056 -0.076
H -3.35792 -1.39962 -7.41021 0.092 0.043 0.042
H 4.02675 -1.71324 -6.29808 0.095 0.064 0.112
H -2.51373 -0.48208 4.70427 -0.012 -0.082 -0.012
H 4.83255 -4.10474 -4.55774 -0.075 0.025 -0.064
H -2.81815 3.73291 2.84814 0.132 -0.121 0.003
H 3.19628 -3.78153 -5.16215 0.087 0.043 0.048
H -3.67690 -3.07883 5.85657 -0.152 0.078 0.012
H -2.11640 -0.66265 -4.70195 0.127 -0.145 -0.039
H -2.62111 -2.02450 3.83421 0.025 0.056 0.070
H 5.33753 0.92211 -0.32165 -1.732 0.390 0.282
H 0.29467 1.09719 2.08728 0.339 0.186 1.091
H -5.21748 -2.10780 4.13924 -0.010 0.178 0.039
H -3.43598 1.93338 6.12860 0.072 0.158 0.031
H -3.31483 3.39924 7.11528 -0.014 -0.062 -0.045
H 4.61763 -0.32239 -4.31520 -0.199 -0.070 0.227
H -4.05693 -0.34209 -6.18853 0.098 0.019 -0.043
H 5.66357 -2.05092 -5.74295 -0.086 0.130 0.098
H -3.16612 2.14069 3.54098 -0.077 0.125 0.009
H -2.61292 4.71080 5.13149 -0.005 -0.097 -0.143
H -3.60939 -1.53106 6.69404 -0.126 -0.069 -0.081
H -1.60398 -1.87579 5.27663 -0.085 0.042 -0.088
H 2.07849 3.01503 -1.83484 1.396 0.678 0.157
H -0.33307 -1.03699 -6.41655 -0.020 -0.162 -0.044
H 3.16579 3.36357 2.40829 -0.540 -1.913 -0.659
H -2.84806 -2.21393 -5.10058 0.162 0.048 0.010
H -0.36083 -2.32918 -5.20743 0.057 0.013 -0.192
H -5.88493 -1.96531 5.77243 -0.024 0.182 -0.124
H 3.62916 0.32530 0.07368 0.670 0.764 -0.225
```
Positions in Å, forces in eV/Å.

Computed properties:
* F_max: 10.6 eV Å⁻¹
* gap between HOMO and LUMO: 4.400 eV
* highest occupied orbital energy: -2.294 eV
* charge: -1

The natural (NBO) scheme yields these atomic charges, measured in e: P 2.147; O -0.936; O -0.999; O -1.097; O -0.982; O -0.894; N -0.772; N -0.364; N -0.358; N -0.283; N -0.377; C -0.561; C 0.302; C -0.500; C -0.381; C -0.613; C -0.384; C 0.297; C -0.483; C -0.382; C 0.302; C -0.383; C -0.613; C -0.519; C -0.615; C 0.141; C -0.646; C -0.616; C -0.508; B 1.179; H 0.488; H 0.146; H 0.203; H 0.253; H 0.482; H 0.221; H 0.212; H 0.199; H 0.213; H 0.205; H 0.225; H 0.204; H 0.234; H 0.214; H 0.206; H 0.217; H 0.200; H 0.209; H 0.473; H 0.242; H 0.206; H 0.200; H 0.287; H 0.213; H 0.210; H 0.227; H 0.202; H 0.211; H 0.226; H 0.476; H 0.245; H 0.251; H 0.206; H 0.272; H 0.245; H 0.171

***

Record 2
This record from the Open Molecules 2025 dataset describes a cluster of 4 separate species, C18H36BNO9S4 in total. The level of theory is the ωB97M-V functional and the def2-TZVPD basis.

The geometry in XYZ format:
```
69
Properties=species:S:1:pos:R:3:forces:R:3
S 1.17339 -2.91153 -0.47801 0.365 -0.234 0.046
S -4.95233 2.27827 -1.89904 -0.091 -0.013 0.060
S -3.45458 -3.22088 -1.99056 -0.223 -0.007 0.053
S 7.32679 0.43285 1.69941 0.110 0.007 0.156
O -4.83062 0.97819 -2.51400 0.084 -0.040 -0.013
O -2.32149 -2.39260 -1.64702 0.116 -0.117 -0.130
O 6.20993 1.00115 2.40933 -0.106 0.025 -0.116
O -0.12683 -1.54778 1.42018 -0.249 -0.119 0.327
O -3.26338 -4.52065 -2.57908 0.180 0.030 -0.017
O 2.97431 0.58082 -1.23305 -0.142 -0.215 0.426
O -1.26032 -0.14241 2.77564 1.139 -0.267 -1.420
O -3.77964 3.05047 -1.58738 0.103 -0.040 -0.044
O 7.23057 0.10868 0.29990 -0.106 0.032 -0.047
N 0.27150 1.93376 1.29463 -0.026 0.063 0.109
C -6.87636 3.38341 -0.50756 0.027 0.018 -0.093
C -4.58641 -2.23996 -2.97932 -0.245 0.148 -0.092
C 7.93576 -1.00124 2.58043 0.187 -0.136 0.065
C -5.43307 -2.14834 -0.65959 0.025 0.055 -0.065
C 9.45333 -0.85322 2.53246 -0.016 0.084 -0.037
C -7.33058 3.48088 -1.97131 0.050 -0.032 0.040
C 0.73677 -0.09183 -0.22624 0.061 -0.334 -0.374
C 9.74034 0.62746 2.81982 -0.049 -0.030 -0.022
C -5.85306 -2.07707 -2.13359 -0.056 -0.050 0.046
C 3.99460 -1.33474 1.19420 -0.158 0.196 0.100
C 0.19283 -1.50874 0.01516 -0.270 0.868 0.001
C -5.97079 2.15827 -0.43239 -0.157 0.088 0.134
C -0.18930 0.69651 0.71217 -0.073 -0.303 -0.129
C -0.59666 -0.32786 1.77239 -0.652 0.189 1.434
C -6.08585 3.29924 -2.85040 -0.280 0.101 -0.023
C -4.50021 -3.34930 -0.54507 -0.153 0.102 0.151
C 3.13966 -0.05474 1.22104 0.107 0.154 -0.060
C 8.78543 1.45556 1.94987 0.272 0.027 0.148
B 2.30237 0.14810 -0.08808 0.136 -0.272 0.223
H -6.54231 1.23289 -0.50491 0.018 -0.024 -0.024
H -4.77071 -2.75608 -3.91758 0.111 -0.072 -0.003
H 4.32398 -1.58741 2.19574 0.044 -0.074 0.220
H -7.81896 4.43070 -2.18040 -0.008 0.011 -0.011
H 8.47785 2.38262 2.42544 -0.087 0.018 -0.048
H -4.10888 -1.28081 -3.16786 0.058 -0.007 0.071
H 9.93862 -1.50771 3.25428 0.008 -0.010 0.007
H -0.75584 -1.55518 -0.50235 -0.058 -0.373 -0.214
H 0.40781 -3.24246 -1.52030 -0.166 -0.042 -0.008
H -5.04129 -4.29168 -0.61852 0.008 -0.026 -0.028
H -4.89658 -1.23698 -0.38586 0.017 -0.003 0.004
H 2.54371 -0.01668 2.12930 -0.254 -0.188 0.134
H 0.58601 2.55696 0.56630 -0.051 0.210 -0.085
H 9.20480 1.66439 0.96815 -0.061 -0.044 -0.052
H 10.77763 0.88532 2.61378 0.013 0.010 0.001
H -8.05085 2.68847 -2.18284 0.006 -0.020 0.004
H -6.55417 -2.88515 -2.35391 0.022 -0.032 0.021
H -6.31386 4.27699 -0.23104 0.016 -0.005 0.022
H 3.43259 -2.16966 0.79539 0.075 -0.290 -0.033
H -1.10789 0.88207 0.15433 -0.212 0.243 0.009
H -6.30054 2.79534 -3.78871 0.093 -0.033 -0.024
H 2.88782 1.52923 -1.30745 0.122 0.408 -0.440
H 9.55362 0.83658 3.87455 -0.022 -0.006 0.008
H 1.05685 1.76212 1.90686 0.094 0.036 0.137
H 4.87978 -1.17146 0.59394 0.124 -0.076 -0.309
H 9.82038 -1.11763 1.53888 -0.012 -0.021 -0.009
H -5.32633 2.13379 0.44319 0.091 -0.035 -0.054
H -7.72030 3.29457 0.17386 -0.009 0.002 0.012
H -3.87625 -3.34259 0.34587 0.095 -0.039 -0.062
H -6.34754 -1.13582 -2.36406 0.039 0.029 -0.031
H 3.83790 0.77875 1.28386 0.107 0.219 0.087
H -6.29051 -2.24753 0.00464 -0.006 -0.011 0.011
H 0.49865 0.11997 -1.26746 -0.078 0.211 -0.142
H 7.56152 -1.89862 2.09399 -0.092 0.050 -0.048
H -5.58142 4.24306 -3.04466 0.084 -0.017 0.039
H 7.55861 -0.94113 3.60060 -0.038 0.023 0.000
```
Positions in Å, forces in eV/Å.

Computed properties:
* F_max: 1.8 eV Å⁻¹
* SMILES string: CCB(O)[C@@H]1[C@H](N)C(=O)O[C@@H]1S.O=S1(=O)CCCC1.O=S1(=O)CCCC1.O=S1(=O)CCCC1
* gap between HOMO and LUMO: 9.105 eV
* highest occupied orbital energy: -8.748 eV
* charge: 0

The natural (NBO) scheme yields these atomic charges, measured in e: S -0.011; S 2.175; S 2.177; S 2.172; O -0.965; O -0.975; O -0.944; O -0.502; O -0.937; O -0.938; O -0.562; O -0.935; O -0.940; N -0.802; C -0.407; C -0.682; C -0.675; C -0.409; C -0.407; C -0.402; C -0.666; C -0.401; C -0.401; C -0.589; C -0.028; C -0.674; C -0.139; C 0.779; C -0.676; C -0.672; C -0.831; C -0.676; B 1.135; H 0.234; H 0.249; H 0.203; H 0.228; H 0.252; H 0.272; H 0.226; H 0.233; H 0.153; H 0.239; H 0.219; H 0.211; H 0.355; H 0.247; H 0.225; H 0.209; H 0.205; H 0.220; H 0.204; H 0.223; H 0.252; H 0.498; H 0.210; H 0.362; H 0.221; H 0.217; H 0.265; H 0.228; H 0.261; H 0.234; H 0.248; H 0.222; H 0.233; H 0.259; H 0.250; H 0.240

***

Record 3
This record from the Open Molecules 2025 dataset describes a structure of composition C18H36CoO2PS2Si2Te. The level of theory is the ωB97M-V functional and the def2-TZVPD basis.

The geometry in XYZ format:
```
63
Properties=species:S:1:pos:R:3:forces:R:3
Te 1.05004 -1.38154 2.41999 1.387 -0.112 1.061
Co 0.19508 -0.23932 0.18608 -0.085 -0.268 1.938
S -0.28895 0.97962 -1.50786 -1.319 1.904 -0.819
S -0.83313 1.27314 1.75400 -0.415 0.300 -0.366
P -1.09163 2.16661 -0.01793 -0.130 0.416 -0.318
Si -0.22079 -2.40969 -0.40188 -0.579 -1.953 -2.046
Si 2.39175 -0.55693 -0.49451 1.764 -0.253 -0.962
O -0.20193 3.49916 -0.04607 -0.772 -0.307 -0.525
O -2.61403 2.59689 -0.27303 -0.340 -0.585 -0.007
C -0.52307 -1.73579 3.81147 -0.658 0.298 0.326
C -3.92849 1.70996 -0.48286 2.322 1.037 0.025
C 3.46916 -2.51821 -2.24115 0.836 0.399 -0.406
C 1.40678 -4.28502 -1.95237 -1.531 -0.152 0.612
C 2.38353 -2.17327 -1.44181 0.000 0.548 -0.294
C 1.31530 -3.03188 -1.33957 -0.298 -0.117 0.639
C 3.54560 -3.74955 -2.85641 -0.161 0.181 0.393
C -0.41846 4.86439 0.45703 0.235 -0.482 -0.338
C -4.07039 0.74683 0.64684 0.145 0.120 0.564
C -1.47505 -2.63971 -1.80158 -0.540 1.271 0.110
C -1.49440 5.54389 -0.38315 -1.164 -0.670 0.196
C 2.51326 -4.65638 -2.64573 0.816 -0.010 -0.773
C -0.67621 4.83822 1.93581 -0.211 0.106 0.205
C 3.86755 -0.93870 0.60924 -0.653 0.548 0.698
C 3.06286 0.75038 -1.68156 -0.924 0.447 0.098
C 2.02354 0.42586 3.21427 -0.720 0.048 0.203
C -0.66039 -3.82970 0.73044 0.456 -0.288 -0.101
C -3.76537 1.06287 -1.82552 -0.516 -0.040 -0.228
H -2.91400 0.39073 -1.89376 -0.063 -0.121 0.333
H 0.53778 -4.94859 -1.89303 0.374 -0.028 0.016
H 3.79861 -1.88026 1.12247 -0.077 -0.501 0.215
H 0.18585 -4.05249 1.38841 -0.318 -0.218 0.135
H -2.46884 -2.28740 -1.51161 -0.190 -0.277 0.118
H -4.68334 0.50881 -2.01205 -0.074 -0.198 -0.173
H -2.40628 4.89327 -0.42747 0.808 0.481 0.283
H -3.64559 1.78296 -2.62290 -0.043 0.337 -0.106
H -1.83193 6.49842 0.02098 0.302 0.054 0.180
H 4.70602 -0.97173 -0.05143 0.743 0.015 -0.429
H 4.26807 -1.78466 -2.39956 -0.156 -0.274 0.051
H -1.52624 -3.66243 -2.12518 -0.083 -0.611 -0.088
H 2.36986 1.61156 -1.64395 0.593 -0.173 -0.149
H -4.16858 1.26108 1.61004 0.093 -0.091 -0.206
H -1.18974 -0.84223 3.81046 0.444 -0.724 0.189
H 1.28246 1.07241 3.70037 0.031 -0.316 -0.174
H -4.67684 2.50501 -0.45221 0.127 -0.172 -0.145
H -4.97677 0.17474 0.48180 -0.158 -0.237 -0.039
H -1.56697 -3.64527 1.26474 -0.565 0.141 0.725
H -0.87600 -4.69932 0.09559 0.290 0.087 0.087
H 4.04925 1.04401 -1.34445 0.274 0.204 -0.152
H -0.55807 5.82634 2.35611 0.201 0.399 0.053
H 2.75369 0.12496 3.95152 0.267 -0.114 0.029
H -0.01847 4.15131 2.45557 0.213 -0.057 -0.041
H 2.62198 -5.61210 -3.11267 -0.290 -0.574 -0.133
H -1.08951 -2.61497 3.41261 0.589 0.725 0.403
H 0.58382 5.27888 0.31512 -0.258 0.210 -0.279
H 4.36804 -4.02897 -3.49180 0.275 0.050 -0.046
H -0.09835 -1.94710 4.81849 -0.444 0.151 -0.772
H 2.48287 1.01552 2.40898 -0.236 -0.522 0.093
H 4.00363 -0.16145 1.34979 0.405 0.212 0.203
H -1.68650 4.55439 2.15606 -0.682 -0.361 0.070
H 3.08211 0.38455 -2.71568 0.106 0.082 0.225
H -1.22746 5.69272 -1.41787 0.489 0.048 -0.254
H -1.24304 -2.02713 -2.67274 0.305 0.029 -0.082
H -3.20366 0.08224 0.69706 -0.237 -0.041 -0.028
```
Positions in Å, forces in eV/Å.

Computed properties:
* F_max: 2.9 eV Å⁻¹
* spin multiplicity: 5
* relative energy (zero: lowest compared OMol25 entry of this formula, charge and spin): 0.0000 eV
* gap between HOMO and LUMO (alpha / beta): 6.633 / 7.530 eV
* highest occupied orbital energy (alpha / beta): -6.325 / -8.449 eV
* charge: 0

The natural (NBO) scheme yields these atomic charges, measured in e: Te 0.636; Co 0.736; S -0.530; S -0.668; P 1.736; Si 1.037; Si 1.085; O -0.850; O -0.913; C -0.906; C 0.172; C -0.211; C -0.153; C -0.477; C -0.476; C -0.214; C 0.126; C -0.653; C -1.120; C -0.649; C -0.222; C -0.640; C -1.129; C -1.149; C -0.857; C -1.141; C -0.655; H 0.244; H 0.190; H 0.237; H 0.231; H 0.217; H 0.219; H 0.236; H 0.227; H 0.217; H 0.233; H 0.200; H 0.222; H 0.245; H 0.229; H 0.234; H 0.231; H 0.204; H 0.225; H 0.225; H 0.239; H 0.226; H 0.218; H 0.221; H 0.232; H 0.204; H 0.245; H 0.197; H 0.208; H 0.236; H 0.237; H 0.217; H 0.211; H 0.241; H 0.223; H 0.234; H 0.232